Formula: C31H54BrF3N3O6P2Si
Source: the OMol25 dataset
Level of theory: ωB97M-V with the def2-TZVPD basis set

Structure (XYZ):
```
101
C31H54BrF3N3O6P2Si | the OMol25 dataset | ωB97M-V with the def2-TZVPD basis set
C -3.435 5.847 1.051
C -2.961 4.366 1.448
N -2.829 3.568 0.217
C -3.338 2.216 0.247
C -4.606 2.210 -0.720
P -5.763 3.695 -0.392
P -7.651 3.398 -1.417
O -8.175 2.004 -1.409
O -8.763 4.329 -0.586
O -7.534 4.083 -2.926
N -5.481 1.017 -0.615
C -4.653 -0.133 -0.112
C -5.058 -0.348 1.369
C -6.432 -1.122 1.511
O -7.104 -1.472 0.604
Br -7.042 -1.455 3.367
C -3.140 -0.082 -0.559
C -2.464 -1.506 -0.540
C -2.614 -2.460 0.689
C -3.906 -3.412 0.657
C -4.427 -3.771 2.099
O -3.605 -4.759 2.754
C -4.333 -5.135 3.912
C -3.909 -4.612 5.329
O -5.285 -5.855 3.837
N -2.308 1.105 -0.104
C -1.490 1.738 -1.229
C -0.643 0.791 -2.147
C 0.897 0.639 -1.724
C 1.893 0.994 -2.893
C 3.223 0.128 -2.862
C 4.081 0.427 -1.575
C 5.646 0.235 -1.805
C 6.192 -1.112 -1.150
Si 8.075 -1.354 -1.392
C 8.878 -0.069 -2.551
C 8.345 -3.078 -2.175
C 8.998 -1.250 0.287
C 9.792 -0.094 0.712
C 10.487 -0.108 1.991
C 10.388 -1.256 2.896
C 9.592 -2.414 2.512
C 8.906 -2.394 1.225
C -1.511 0.891 1.105
F -0.896 2.032 1.572
F -2.195 0.410 2.173
F -0.440 0.048 0.934
H -4.549 5.858 1.228
H -3.028 6.612 1.764
H -3.242 6.093 -0.021
H -3.706 4.007 2.198
H -1.935 4.511 1.892
H -2.979 4.070 -0.650
H -3.768 2.068 1.278
H -4.317 2.309 -1.812
H -5.180 4.872 -0.977
H -9.328 3.674 -0.122
H -8.384 3.847 -3.358
H -5.734 0.754 -1.573
H -5.076 -1.006 -0.693
H -4.353 -0.865 2.056
H -5.277 0.655 1.844
H -3.235 0.109 -1.673
H -1.364 -1.468 -0.785
H -2.901 -2.072 -1.417
H -1.752 -3.186 0.638
H -2.560 -2.016 1.710
H -4.712 -3.036 -0.019
H -3.578 -4.400 0.219
H -4.537 -2.882 2.774
H -5.463 -4.194 1.948
H -4.800 -4.757 5.994
H -3.084 -5.247 5.753
H -3.575 -3.546 5.314
H -0.748 2.482 -0.830
H -2.150 2.322 -1.927
H -0.550 1.349 -3.131
H -1.109 -0.175 -2.448
H 1.130 1.164 -0.764
H 1.036 -0.465 -1.518
H 2.174 2.080 -2.791
H 1.394 0.847 -3.884
H 2.956 -0.963 -2.969
H 3.789 0.404 -3.791
H 3.850 1.478 -1.242
H 3.758 -0.286 -0.775
H 6.234 1.111 -1.423
H 5.796 0.186 -2.914
H 5.912 -1.144 -0.060
H 5.660 -1.956 -1.672
H 8.484 -0.235 -3.593
H 9.999 -0.172 -2.587
H 8.599 0.963 -2.192
H 7.573 -3.778 -1.738
H 8.208 -3.099 -3.285
H 9.345 -3.492 -1.866
H 9.874 0.814 0.063
H 11.108 0.758 2.309
H 10.918 -1.299 3.877
H 9.482 -3.320 3.148
H 8.296 -3.256 0.877
```

Calculated values
frontier orbital gap: 7.581 eV
net charge: +1
E: -5674.849876 a.u.

=====

Formula: C7H14N2
Source: the OMol25 dataset
Level of theory: ωB97M-V with the def2-TZVPD basis set

Structure (XYZ):
```
23
C7H14N2 | the OMol25 dataset | ωB97M-V with the def2-TZVPD basis set
H -2.507 0.688 -1.288
N -1.835 1.042 -0.609
C -0.638 0.595 -0.783
C 0.508 1.314 -0.106
C 1.787 0.477 -0.107
C 0.762 2.647 -0.819
H -0.333 0.077 -1.706
H 0.192 1.522 0.921
H 2.583 1.007 0.414
H 2.110 0.274 -1.128
H 1.640 -0.478 0.391
H 1.052 2.474 -1.858
H 1.556 3.199 -0.322
H -0.137 3.261 -0.802
H -0.228 -4.128 -0.718
N -0.914 -3.497 -0.305
C -0.403 -2.565 0.394
C -1.219 -1.351 0.650
C -0.890 -1.040 1.924
H 0.665 -2.512 0.642
H -2.255 -1.448 0.365
H -1.628 -0.613 2.589
H 0.131 -0.946 2.262
```

Calculated values
structure (SMILES): [H]/N=C/C(C)C.[H]/N=C/C=C
frontier orbital gap: 9.365 eV
energy relative to the best compared isomer or geometry (same formula, charge and spin): 326.4 kJ/mol
E: -384.507580 a.u.